A:
Molecular formula: C5H12O2
Method: DFT, ωB97M-V/def2-TZVPD

- 2S+1: 1

Last column: Mulliken charge in e.
Cartesian coordinates (Å):
C: 1.06288 -0.00113 1.20951  0.356
C: 1.71218 1.01767 0.30224  -1.299
C: -0.70740 -0.78092 0.84357  0.162
O: 1.79256 -1.15031 1.32138  -0.537
O: -0.64266 -1.95595 1.24827  -0.792
H: 1.12523 -1.85823 1.52358  0.384
H: 0.74540 0.42880 2.16501  0.302
H: -1.41410 -0.01971 1.18378  0.397
H: 1.91145 0.60161 -0.68815  0.408
H: 1.09082 1.90982 0.20412  0.312
H: 2.67285 1.31915 0.72852  0.363
C: -1.00839 -0.64225 -1.04415  -0.627
C: -1.49664 0.71328 -1.50706  -1.005
H: -2.25664 1.11264 -0.83105  0.306
H: -0.68735 1.44255 -1.57293  0.302
H: -0.17798 -1.05011 -1.62480  0.318
H: -1.78394 -1.39962 -0.97763  0.375
H: 0.01333 -0.32778 0.01462  -0.079
H: -1.95158 0.64049 -2.49883  0.353



B:
Molecular formula: C5H12O2
Method: DFT, ωB97M-V/def2-TZVPD

- SMILES: CC[C@@H](O)[C@@H](C)O
- 2S+1: 1

Last column: Mulliken charge in e.
Cartesian coordinates (Å):
C: 0.75721 1.96297 1.62864  -1.148
C: 0.81800 0.49474 1.20862  -0.426
C: -0.23747 0.23191 0.13323  -0.258
O: -0.04010 1.10836 -0.96599  -0.599
C: -0.30539 -1.19883 -0.40352  0.155
C: -1.37592 -1.28900 -1.48825  -1.278
O: 0.99019 -1.47654 -0.93227  -0.542
H: 0.85680 2.59928 0.74486  0.277
H: -0.21143 2.19307 2.09006  0.296
H: 1.54403 2.22598 2.34170  0.384
H: 1.80768 0.24808 0.80382  0.283
H: 0.65551 -0.16461 2.07229  0.280
H: -1.22507 0.47421 0.54857  0.437
H: 0.71226 0.72820 -1.44541  0.442
H: -0.53433 -1.89653 0.41838  0.302
H: -1.07094 -0.68954 -2.35026  0.317
H: -1.55341 -2.32050 -1.81196  0.410
H: -2.32328 -0.87696 -1.12500  0.348
H: 0.92968 -2.26237 -1.48921  0.320



C:
Molecular formula: C5H12O2
Method: DFT, ωB97M-V/def2-TZVPD

- SMILES: CC[C@@H](O)CCO
- 2S+1: 1

Last column: Mulliken charge in e.
Cartesian coordinates (Å):
C: 2.59806 -0.55661 0.56483  -1.189
C: 1.58888 0.04005 -0.41188  -0.488
C: 0.15931 -0.23543 0.04635  0.172
O: -0.01067 0.28524 1.35844  -0.543
C: -0.89516 0.30360 -0.92023  -0.763
C: -2.31728 0.07562 -0.42408  -0.445
O: -2.59272 0.93896 0.68383  -0.585
H: 3.62844 -0.31436 0.28676  0.378
H: 2.40835 -0.17327 1.57144  0.275
H: 2.50416 -1.64910 0.59928  0.289
H: 1.73744 -0.36986 -1.42045  0.281
H: 1.72463 1.12811 -0.47918  0.288
H: 0.02668 -1.33019 0.10974  0.208
H: -0.71742 0.94447 1.31874  0.403
H: -0.77168 -0.17939 -1.89808  0.401
H: -0.75056 1.38236 -1.07420  0.375
H: -2.44582 -0.97716 -0.13648  0.300
H: -3.04429 0.29314 -1.21597  0.310
H: -2.83034 0.39383 1.44113  0.332



D:
Molecular formula: C5H12O2
Method: DFT, ωB97M-V/def2-TZVPD

- SMILES: CO[C@@H](C)CCO
- 2S+1: 1

Last column: Mulliken charge in e.
Cartesian coordinates (Å):
C: -1.78691 -0.41019 1.27813  -0.883
O: -0.56764 -0.62957 0.61202  -0.363
C: -0.18396 0.41255 -0.28090  0.533
C: -0.30079 1.84103 0.26295  -1.372
C: 1.24421 0.10186 -0.71243  -0.814
C: 1.44753 -1.35936 -1.11369  -0.463
O: 1.53788 -2.23176 -0.01190  -0.569
H: -2.52246 0.11438 0.64804  0.331
H: -1.52928 0.17228 2.16351  0.309
H: -2.22383 -1.37628 1.55504  0.243
H: -0.85741 0.32305 -1.14923  0.226
H: 0.40515 2.03755 1.07827  0.356
H: -1.30944 2.08994 0.60874  0.381
H: -0.06342 2.53401 -0.55287  0.395
H: 1.93946 0.34005 0.10406  0.330
H: 1.49073 0.75920 -1.55558  0.360
H: 0.63457 -1.65533 -1.79947  0.251
H: 2.38964 -1.46204 -1.65968  0.353
H: 0.74398 -2.06078 0.51622  0.397



What should be chosen as the most stable of them? Choose B.



A:
Molecular formula: C5H12O2
Method: DFT, ωB97M-V/def2-TZVPD

- 2S+1: 1

Last column: Mulliken charge in e.
Cartesian coordinates (Å):
C: -2.22309 -0.43907 1.45074  -0.670
O: -0.58316 -0.36383 0.93368  -0.340
C: -0.21268 0.48090 -0.20120  0.304
C: -0.37053 1.94619 0.16483  -1.295
C: 1.19212 0.11316 -0.66019  -0.708
C: 1.37569 -1.36657 -1.00138  -0.510
O: 1.41314 -2.19775 0.13554  -0.555
H: -2.62924 0.28807 0.71551  0.096
H: -0.19934 -0.01308 1.75104  0.385
H: -2.42928 -1.41481 0.96878  0.205
H: -0.94994 0.18766 -0.95591  0.293
H: 0.36813 2.23639 0.92250  0.365
H: -1.37170 2.14749 0.55550  0.377
H: -0.20508 2.57276 -0.71720  0.390
H: 1.91969 0.38856 0.11542  0.299
H: 1.41818 0.72480 -1.54388  0.371
H: 0.59009 -1.68220 -1.70884  0.276
H: 2.33703 -1.50125 -1.50643  0.363
H: 0.55995 -2.10741 0.58147  0.353



B:
Molecular formula: C5H12O2
Method: DFT, ωB97M-V/def2-TZVPD

- SMILES: CCCCC(O)O
- 2S+1: 1

Last column: Mulliken charge in e.
Cartesian coordinates (Å):
C: 1.07347 -2.33161 1.39755  -1.154
C: 1.06184 -1.42941 0.18455  -0.476
C: -0.54175 -0.50197 0.09984  -0.695
C: -0.08796 0.85953 0.10080  -0.654
C: -1.22978 1.67570 -1.10517  -0.024
O: -0.53522 1.86712 -2.30996  -0.475
O: -1.66897 2.89836 -0.56721  -0.553
H: 0.13750 -2.89504 1.47874  0.322
H: 1.90397 -3.04888 1.39187  0.359
H: 1.20017 -1.75320 2.31962  0.280
H: 1.96461 -0.81683 0.14249  0.353
H: 1.01742 -1.98023 -0.75700  0.302
H: -1.09103 -0.74964 1.00897  0.315
H: -1.08074 -0.92916 -0.74387  0.404
H: 0.91946 1.12076 -0.21977  0.456
H: -0.26386 1.36081 1.05433  0.231
H: -2.13102 1.11324 -1.35289  0.360
H: 0.32052 2.26717 -2.10707  0.318
H: -0.96862 3.27328 -0.01581  0.330



What should be chosen as the most stable of them? Choose B.



A:
Molecular formula: C5H12O2
Method: DFT, ωB97M-V/def2-TZVPD

- SMILES: CC/C=C(\C)O.O
- 2S+1: 1

Last column: Mulliken charge in e.
Cartesian coordinates (Å):
C: 2.17511 0.40464 1.07989  -1.212
C: 1.20729 0.77247 -0.04698  -0.293
C: 0.38459 -0.41401 -0.48523  -0.719
C: -0.84441 -0.39125 -1.01337  0.797
C: -1.66549 0.83306 -1.30171  -1.289
O: -1.40485 -1.58294 -1.39993  -0.510
H: 1.62210 0.02662 1.94683  0.312
H: 2.87553 -0.37378 0.75308  0.322
H: 2.76488 1.27358 1.39051  0.360
H: 0.55493 1.58673 0.29476  0.254
H: 1.77483 1.17370 -0.89888  0.288
H: 0.85144 -1.39619 -0.39649  0.412
H: -1.66213 1.04061 -2.37852  0.332
H: -2.70956 0.69432 -0.99123  0.421
H: -1.27474 1.71301 -0.78657  0.265
H: -2.35161 -1.45949 -1.53726  0.320
O: -0.79628 -0.92894 2.31977  -0.695
H: -0.54117 -1.85743 2.25957  0.335
H: -0.74708 -0.63835 1.39653  0.302



B:
Molecular formula: C5H12O2
Method: DFT, ωB97M-V/def2-TZVPD

- SMILES: CC/C=C/CO.O
- 2S+1: 1

Last column: Mulliken charge in e.
Cartesian coordinates (Å):
C: -2.09533 -2.77891 0.15707  -1.242
C: -1.29645 -1.85686 -0.77385  -0.186
C: 0.01167 -1.51835 -0.06214  -0.307
C: 0.76685 -0.44966 -0.28089  -0.152
C: 2.00717 -0.21154 0.52954  -0.520
O: 2.99188 0.57108 -0.12225  -0.528
H: -2.38823 -2.30175 1.09640  0.317
H: -1.50722 -3.65246 0.42569  0.327
H: -3.05195 -3.06712 -0.28829  0.354
H: -1.83629 -0.91493 -0.87726  0.272
H: -1.09600 -2.34575 -1.72347  0.257
H: 0.30866 -2.22991 0.69540  0.244
H: 0.42213 0.40771 -0.84977  0.309
H: 2.41000 -1.13145 0.96400  0.313
H: 1.76217 0.38086 1.40729  0.244
H: 3.54109 0.03583 -0.69952  0.296
O: -0.09520 6.84093 0.27260  -0.644
H: 0.00735 7.78490 0.26965  0.321
H: -0.86229 6.43738 -0.14019  0.323



C:
Molecular formula: C5H12O2
Method: DFT, ωB97M-V/def2-TZVPD

- SMILES: CC[C@@H](O)CCO
- 2S+1: 1

Last column: Mulliken charge in e.
Cartesian coordinates (Å):
C: 2.62746 -0.79049 0.36653  -1.308
C: 1.62883 0.16077 -0.28406  -0.446
C: 0.19935 -0.03068 0.23060  0.223
O: 0.03762 0.79305 1.36939  -0.568
C: -0.83980 0.26861 -0.85171  -0.738
C: -2.26767 -0.00225 -0.40792  -0.505
O: -2.61257 0.93911 0.60697  -0.564
H: 3.64485 -0.61085 0.00386  0.372
H: 2.62436 -0.67211 1.45489  0.301
H: 2.37122 -1.83283 0.14108  0.350
H: 1.65316 0.03329 -1.37393  0.321
H: 1.90163 1.20155 -0.07614  0.333
H: 0.06916 -1.09257 0.51893  0.156
H: -0.91393 0.95784 1.46879  0.418
H: -0.63081 -0.36554 -1.72243  0.368
H: -0.74357 1.31380 -1.17267  0.311
H: -2.34057 -1.02948 -0.01697  0.331
H: -2.95814 0.08548 -1.25861  0.337
H: -3.45057 0.67330 1.00339  0.306



D:
Molecular formula: C5H12O2
Method: DFT, ωB97M-V/def2-TZVPD

- SMILES: CCOCCOC
- 2S+1: 1

Last column: Mulliken charge in e.
Cartesian coordinates (Å):
C: -0.59774 -2.18348 1.93661  -1.063
C: -1.45092 -1.82603 0.72404  -0.264
O: -0.72693 -1.13480 -0.27311  -0.334
C: -0.62558 0.25224 -0.05354  -0.349
C: 0.39090 0.78832 -1.04639  -0.474
O: 0.79201 2.06778 -0.62468  -0.303
C: 1.83074 2.57322 -1.42140  -0.704
H: -0.33464 -1.30621 2.53729  0.284
H: 0.32927 -2.66521 1.60970  0.273
H: -1.13844 -2.88279 2.58423  0.377
H: -2.33208 -1.23977 1.02967  0.301
H: -1.81450 -2.74108 0.24501  0.306
H: -1.60549 0.73816 -0.18771  0.234
H: -0.26992 0.48521 0.96074  0.274
H: 1.24703 0.09527 -1.06795  0.319
H: -0.03270 0.82624 -2.06355  0.289
H: 1.51638 2.69310 -2.47006  0.287
H: 2.71092 1.91057 -1.39985  0.300
H: 2.11168 3.54926 -1.01904  0.246



What should be chosen as the most stable of them? Choose C.